Entry 1:
C34H79N5O7 | the ωB97M-V functional and the def2-TZVPD basis

Positions of all 125 atoms, in Å:
C  -1.54704  -2.12784  -4.44557
C  -1.99175  -1.61211  -5.92203
C  -2.98479  -0.37817  -5.69041
C  -2.87591  0.77021  -6.83981
C  -2.65324  2.20170  -6.15704
O  -1.29466  2.70269  -6.21766
C  -0.38443  1.87273  -5.51723
O  0.15330  0.92011  -6.14738
N  0.03918  2.05038  -4.13112
C  -0.78563  3.04851  -3.39787
C  -0.99152  2.66248  -1.83697
O  -2.18720  3.32157  -1.31021
C  1.48765  2.41436  -4.09677
C  2.20785  2.18407  -2.68513
C  1.84327  0.80547  -1.95919
C  2.65994  -0.43550  -2.62316
C  2.44052  0.92359  -0.44810
C  1.34879  1.38130  0.63708
C  1.85254  0.95871  2.11865
C  1.16378  -0.09369  2.83692
C  1.16948  -1.56541  2.22104
C  0.40634  0.30285  4.18633
H  -2.42080  -2.70115  -3.96445
H  -0.61324  -2.79624  -4.51596
H  -1.25435  -1.25632  -3.76106
H  -2.47033  -2.47281  -6.51735
H  -1.02840  -1.34978  -6.46947
H  -2.85049  0.10308  -4.66019
H  -4.05195  -0.81107  -5.69111
H  -2.07141  0.55134  -7.61133
H  -3.91828  0.79479  -7.33208
H  -3.11038  2.17995  -5.11190
H  -3.29233  2.95019  -6.75658
H  -1.83299  3.20050  -3.80956
H  -0.29453  4.09440  -3.39472
H  -0.09586  2.99174  -1.19320
H  -1.14752  1.53443  -1.68896
H  -2.45567  2.91290  -0.46409
H  2.12288  1.89604  -4.88889
H  1.57720  3.54506  -4.32454
H  3.34328  2.15681  -2.87980
H  1.94767  3.03392  -1.97483
H  0.73869  0.53584  -1.96809
H  2.36942  -0.62746  -3.70484
H  3.77194  -0.18079  -2.48515
H  2.48951  -1.37729  -1.98327
H  3.27933  1.70368  -0.44464
H  2.89758  -0.06784  -0.12691
H  0.36408  0.86139  0.41107
H  1.22597  2.52517  0.69073
H  2.72948  1.51393  2.61550
H  1.80441  -1.59776  1.27613
H  0.11841  -1.90225  1.93201
H  1.62758  -2.25532  3.01483
H  0.78077  -0.37892  5.02960
H  -0.72222  0.11350  4.10838
H  0.57681  1.39771  4.45683
C  3.90345  -2.31937  -8.99457
O  4.70259  -1.32557  -9.61425
C  3.97049  -0.22751  -10.14933
C  3.56922  0.83776  -9.10897
C  2.39608  0.41983  -8.22694
N  4.70268  1.20979  -8.25218
H  2.93804  -2.44294  -9.49330
H  3.75990  -2.08247  -7.93850
H  4.44358  -3.26714  -9.04700
H  4.64181  0.24566  -10.87346
H  3.10218  -0.58241  -10.71801
H  3.25340  1.72939  -9.66263
H  2.68470  -0.29168  -7.45127
H  1.97694  1.28979  -7.71655
H  1.59723  -0.03033  -8.82310
H  5.44623  1.58448  -8.83845
H  5.09999  0.34516  -7.88351
C  2.47577  -4.26541  5.14686
O  3.04208  -2.98663  4.91449
C  3.30586  -2.23442  6.09590
C  4.61792  -2.61342  6.81153
C  4.52924  -3.91707  7.59989
N  5.74224  -2.69976  5.87052
H  1.80412  -4.26874  6.01007
H  3.26507  -5.00903  5.27392
H  1.90198  -4.54630  4.26056
H  3.39140  -1.19339  5.76662
H  2.44835  -2.27348  6.77821
H  4.83660  -1.81664  7.53146
H  4.57240  -4.79970  6.95938
H  5.36550  -3.99359  8.30051
H  3.60416  -3.96192  8.18190
H  5.86174  -1.79417  5.42068
H  5.45163  -3.31093  5.10677
C  -2.41025  -2.74524  10.43036
O  -2.55241  -2.49458  9.04194
C  -2.19693  -1.17589  8.63989
C  -0.68221  -0.95259  8.45741
C  0.07792  -0.81089  9.77318
N  -0.06963  -2.02617  7.66498
H  -2.64146  -1.86364  11.03477
H  -1.40162  -3.10285  10.64702
H  -3.10538  -3.54242  10.70173
H  -2.67797  -1.02748  7.66770
H  -2.63478  -0.43369  9.31851
H  -0.55637  -0.01110  7.91061
H  0.23482  -1.76806  10.27347
H  1.06774  -0.38148  9.59432
H  -0.45114  -0.14741  10.46309
H  -0.51307  -2.04888  6.74817
H  -0.34819  -2.91214  8.08857
C  -6.02766  0.61097  1.31181
O  -5.22172  1.60031  0.69343
C  -5.94826  2.68994  0.13231
C  -6.36989  3.76636  1.15299
C  -7.55685  3.35535  2.01981
N  -5.25283  4.15208  2.02449
H  -6.98401  0.47781  0.79853
H  -6.18965  0.86014  2.36241
H  -5.48352  -0.33530  1.28001
H  -5.26609  3.15665  -0.58589
H  -6.80565  2.32591  -0.44692
H  -6.67863  4.65019  0.58353
H  -7.27888  2.65405  2.80843
H  -7.98689  4.23151  2.51295
H  -8.34416  2.89563  1.41555
H  -4.50033  4.52238  1.44659
H  -4.85926  3.29327  2.41052

molecular weight: 670.0 g mol⁻¹
SMILES: CCCCCOC(=O)N(CCO)CC[C@@H](C)CCC=C(C)C.COC[C@@H](C)N.COC[C@@H](C)N.COC[C@@H](C)N.COC[C@@H](C)N
ΔE to the lowest compared entry with this formula, charge and spin: 0.0 kJ/mol
orbital gap: 7.51 eV
lowest unoccupied orbital energy: 0.01139 hartree
highest occupied orbital energy: -7.199 eV

Entry 2:
C34H82N6O14 | the ωB97M-V functional and the def2-TZVPD basis

Positions of all 136 atoms, in Å:
C  -0.25736  2.02622  4.43024
N  1.16741  1.78096  4.56355
C  1.72675  0.55206  4.68595
C  3.23301  0.51446  4.84766
O  1.07017  -0.47480  4.62592
H  -0.59222  2.77417  5.14364
H  -0.82608  1.11411  4.59811
H  -0.47536  2.30756  3.39607
H  1.73287  2.60018  4.69750
H  3.59779  1.41700  5.33456
H  3.70568  0.39762  3.87209
H  3.44651  -0.38066  5.42468
C  -7.02880  4.12547  3.40183
N  -6.68563  5.44162  2.89966
C  -5.59569  5.75056  2.15672
C  -4.74785  4.60629  1.67925
O  -5.34604  6.90694  1.85020
H  -7.53135  3.51046  2.65681
H  -7.64788  4.27470  4.28593
H  -6.13478  3.63964  3.78926
H  -7.36656  6.17710  2.98917
H  -5.34608  3.95423  1.03028
H  -4.50638  3.92236  2.49591
H  -3.91024  4.99952  1.11932
C  -2.68497  3.20734  -3.62524
N  -1.33537  3.65197  -3.32508
C  -1.08767  4.72791  -2.53986
C  0.37927  4.97553  -2.26968
O  -1.97098  5.40241  -2.03802
H  -3.41666  3.76952  -3.05509
H  -2.78928  2.16572  -3.30341
H  -2.87477  3.28666  -4.69471
H  -0.58186  3.02717  -3.55950
H  0.90348  4.07426  -1.95808
H  0.44499  5.66304  -1.42541
H  0.84352  5.47185  -3.11941
C  7.29855  -3.80963  -2.90988
N  5.99941  -3.29344  -2.51636
C  5.78097  -1.96437  -2.33790
C  4.43149  -1.58370  -1.78263
O  6.60455  -1.13384  -2.67188
H  8.07861  -3.26096  -2.38793
H  7.44497  -3.64223  -3.98139
H  7.31405  -4.88684  -2.77834
H  5.32921  -3.94113  -2.14206
H  3.63658  -2.31192  -1.93434
H  4.13875  -0.61257  -2.18390
H  4.51823  -1.33348  -0.71835
C  3.83002  -3.71795  4.69391
N  4.06298  -4.38328  3.42014
C  4.34760  -3.66967  2.28730
C  4.53317  -4.48692  1.01760
O  4.55569  -2.47310  2.32353
H  4.63077  -3.98714  5.38540
H  2.87209  -3.99505  5.12686
H  3.86340  -2.64556  4.52904
H  3.61451  -5.27342  3.28259
H  5.46471  -5.03794  1.08433
H  4.37154  -3.83301  0.16863
H  3.69008  -5.19085  1.01754
C  1.16676  0.95501  -5.89604
N  1.13767  -0.15889  -4.95894
C  0.71347  -0.02076  -3.69262
C  0.77133  -1.24840  -2.82107
O  0.29488  1.03355  -3.23469
H  0.28204  1.56655  -5.75181
H  1.10300  0.53707  -6.90277
H  2.12125  1.47008  -5.83410
H  1.36952  -1.06414  -5.32389
H  -0.24558  -1.42157  -2.46021
H  1.38772  -1.05764  -1.94408
H  1.09719  -2.15448  -3.33223
C  -6.68736  -3.85303  -0.80659
O  -6.80089  -2.68219  -0.03462
C  -6.19129  -1.54505  -0.62020
C  -4.67539  -1.57236  -0.45500
O  -4.05839  -0.51270  -1.16144
C  -4.04881  0.68795  -0.41657
H  -7.15610  -3.72149  -1.78759
H  -7.18399  -4.64654  -0.25120
H  -5.64364  -4.16528  -0.92812
H  -6.66143  -0.68829  -0.14352
H  -6.40852  -1.53050  -1.69732
H  -4.27761  -2.51111  -0.83567
H  -4.40453  -1.50977  0.60792
H  -5.00238  0.86244  0.09709
H  -3.88665  1.56569  -1.04037
H  -3.24024  0.63625  0.31810
C  3.10641  3.44355  -3.84770
O  4.37285  3.80825  -3.35636
C  4.33251  4.68187  -2.26452
C  4.27126  3.98745  -0.92108
O  3.09895  3.24990  -0.72874
C  3.09945  2.60281  0.51479
H  3.25824  2.85369  -4.75392
H  2.50749  4.29446  -4.19446
H  2.55670  2.84086  -3.12364
H  3.52860  5.41869  -2.39087
H  5.27008  5.24699  -2.21536
H  4.32560  4.78671  -0.15427
H  5.19911  3.41418  -0.78317
H  2.18071  2.03122  0.62268
H  3.19314  3.31432  1.34702
H  3.93876  1.89616  0.59206
C  -1.57305  -3.25815  3.41814
O  -1.84714  -4.49182  2.78334
C  -1.28552  -4.60064  1.53278
C  -1.82154  -5.79023  0.78523
O  -3.09092  -5.46213  0.25668
C  -3.66941  -6.52176  -0.45143
H  -2.05909  -3.25873  4.38928
H  -2.01938  -2.38702  2.91567
H  -0.48416  -3.15139  3.42153
H  -0.18532  -4.53681  1.49676
H  -1.56865  -3.76238  0.85942
H  -1.96379  -6.64231  1.47033
H  -1.10444  -6.12544  0.02507
H  -4.33290  -6.12358  -1.22377
H  -4.28426  -7.18266  0.17196
H  -2.91547  -7.12903  -0.96661
C  -1.54906  2.96606  0.00624
O  -1.23767  1.82819  0.78150
C  -0.48286  0.90785  0.01123
C  -0.03908  -0.20198  0.91705
O  1.15320  -0.74189  0.39754
C  1.78034  -1.66392  1.27015
H  -0.80249  3.76186  0.14319
H  -2.45372  3.44473  0.38041
H  -1.61290  2.64130  -1.03162
H  0.37956  1.42610  -0.42533
H  -1.06874  0.51987  -0.83427
H  -0.83296  -0.95295  1.04315
H  0.16445  0.18841  1.92524
H  1.78482  -1.21117  2.26703
H  2.71691  -1.86957  0.76675
H  1.26983  -2.63348  1.40974

molecular weight: 799.1 g mol⁻¹
SMILES: CNC(C)=O.CNC(C)=O.CNC(C)=O.CNC(C)=O.CNC(C)=O.CNC(C)=O.COCCOC.COCCOC.COCCOC.COCCOC
ΔE to the lowest compared entry with this formula, charge and spin: 42.7 kJ/mol
orbital gap: 9.29 eV
lowest unoccupied orbital energy: 0.00767 hartree
highest occupied orbital energy: -9.084 eV

> What is the formula in the first record?

C34H79N5O7

> Which value of orbital gap does entry 2 give?

9.29 eV

> Among the records above, which one has the highest highest occupied orbital energy?

C34H79N5O7